# C10H11O3S

The ion C10H11O3S with charge -1 in a non-equilibrium geometry (ωB97M-V with the def2-TZVPD basis set, the Open Molecules 2025 dataset).

Positions of all 25 atoms, in Å:
1 C -1.351 2.619 0.342
2 C -1.026 1.449 -0.605
3 C -1.471 0.165 0.222
4 C -2.770 -0.561 -0.223
5 O -3.255 0.028 -1.194
6 O -3.161 -1.428 0.564
7 O -0.746 -0.038 1.432
8 C -0.132 -0.908 0.562
9 C -0.509 -2.359 0.690
10 C 1.213 -0.518 0.129
11 C 2.063 -1.125 -0.743
12 C 3.300 -0.498 -0.847
13 C 3.472 0.486 0.025
14 S 2.048 0.816 0.971
15 H -1.140 3.551 -0.297
16 H -0.941 2.596 1.379
17 H -2.448 2.441 0.460
18 H 0.003 1.385 -0.626
19 H -1.450 1.535 -1.540
20 H -0.467 -2.686 -0.371
21 H -1.463 -2.469 1.024
22 H 0.171 -2.921 1.381
23 H 1.720 -1.871 -1.256
24 H 4.057 -0.794 -1.549
25 H 4.282 1.104 0.071

Its LUMO energy is 2.9 eV. The calculation puts the HOMO energy at -4.2951 eV. As for the net charge: -1. The value obtained for the energy above the lowest of the compared OMol25 structures with the same formula, charge and spin is 27.29 kcal per mole. The structure (SMILES) is CC[C@]1(C(=O)[O-])O[C@]1(C)c1cccs1. As for the electronic energy: -27524.8510 eV.

The computed Löwdin charges, all in e, follow:
1 C -0.1030
2 C -0.1756
3 C -0.1358
4 C -0.6906
5 O -0.0304
6 O -0.0347
7 O -0.0324
8 C -0.4055
9 C -0.0090
10 C -0.4012
11 C -0.1207
12 C -0.2120
13 C -0.4292
14 S 1.0429
15 H 0.0860
16 H 0.0736
17 H 0.0806
18 H 0.0272
19 H 0.0791
20 H 0.1019
21 H 0.0185
22 H 0.0979
23 H 0.0534
24 H 0.0981
25 H 0.0208

=====

# C7H11N2O

The ion C7H11N2O with charge +1 in a non-equilibrium geometry (ωB97M-V with the def2-TZVPD basis set, the Open Molecules 2025 dataset).

Positions of all 21 atoms, in Å:
1 C -2.125 -0.319 0.330
2 C 1.131 -0.566 -1.466
3 C 0.062 0.383 -1.010
4 C 0.672 0.269 1.225
5 C -3.033 0.501 0.957
6 C 1.731 -0.742 -2.802
7 C 0.637 -0.043 2.602
8 N 1.433 0.743 -0.930
9 N -0.453 0.117 0.398
10 O 1.771 0.745 0.454
11 H 1.341 -1.475 -0.739
12 H -0.624 0.861 -1.711
13 H -3.466 0.773 -0.111
14 H -2.805 1.453 1.406
15 H -3.912 0.041 1.415
16 H 2.059 0.266 -2.980
17 H 0.997 -1.244 -3.471
18 H 2.679 -1.316 -2.631
19 H 1.653 -0.143 3.049
20 H 0.101 -1.055 2.820
21 H 0.151 0.752 3.195

Its LUMO energy is -5.3 eV. The calculation puts the HOMO energy at -13.5186 eV. As for the net charge: +1. The value obtained for the energy above the lowest of the compared OMol25 structures with the same formula, charge and spin is 198.43 kcal per mole. As for the electronic energy: -12449.8299 eV.

The computed Löwdin charges, all in e, follow:
1 C 0.1716
2 C -0.2748
3 C -0.1792
4 C -0.1955
5 C -0.1165
6 C -0.0314
7 C 0.0148
8 N 0.0289
9 N 0.0641
10 O 0.0656
11 H 0.1976
12 H 0.1601
13 H 0.1824
14 H 0.0914
15 H 0.1207
16 H 0.0820
17 H 0.1075
18 H 0.1102
19 H 0.1222
20 H 0.1558
21 H 0.1225

=====

# C12H13BrO2W

A structure of composition C12H13BrO2W in a non-equilibrium geometry (ωB97M-V with the def2-TZVPD basis set, the Open Molecules 2025 dataset).

Positions of all 29 atoms, in Å:
1 C 1.608 -0.294 -2.115
2 C 1.941 0.915 -1.445
3 C 2.217 0.589 -0.064
4 H 1.964 1.921 -1.876
5 C 2.052 -0.820 0.098
6 C 1.652 -1.370 -1.163
7 H 1.418 -2.426 -1.345
8 H 1.344 -0.385 -3.172
9 H 2.468 1.302 0.727
10 H 2.179 -1.380 1.031
11 W 0.009 0.191 -0.459
12 Br -0.148 2.618 0.213
13 C -2.328 -0.022 -0.377
14 C -1.803 -1.302 -0.753
15 C -1.189 -1.157 -2.044
16 H -1.835 -2.216 -0.145
17 C -1.313 0.213 -2.447
18 C -2.040 0.906 -1.436
19 H -2.305 1.969 -1.441
20 H -2.819 0.223 0.570
21 H -0.689 -1.960 -2.599
22 H -0.922 0.660 -3.367
23 C -0.530 0.277 3.945
24 C 0.234 0.245 2.627
25 O 1.447 0.293 2.640
26 O -0.548 0.153 1.594
27 H -0.207 -0.575 4.543
28 H -1.599 0.240 3.793
29 H -0.259 1.193 4.469

Its LUMO energy (spin up / spin down) is 0.3 / -0.8 eV. The calculation puts the HOMO energy (spin up / spin down) at -5.6487 / -8.7951 eV. The spin multiplicity is 3. As for the electronic energy: -88617.5576 eV.

The computed Löwdin charges, all in e, follow:
1 C -0.2174
2 C -0.2322
3 C -0.2460
4 H 0.1109
5 C -0.1514
6 C -0.1630
7 H 0.1216
8 H 0.1169
9 H 0.1054
10 H 0.1268
11 W 1.3023
12 Br 0.2978
13 C -0.2027
14 C -0.1678
15 C -0.2213
16 H 0.1256
17 C -0.1901
18 C -0.2306
19 H 0.0889
20 H 0.1245
21 H 0.1137
22 H 0.1227
23 C 0.0053
24 C -0.6943
25 O 0.0156
26 O -0.2931
27 H 0.0808
28 H 0.0673
29 H 0.0837

=====

# C45H37BrN2O3PdS3SbSe

A structure of composition C45H37BrN2O3PdS3SbSe in a non-equilibrium geometry (ωB97M-V with the def2-TZVPD basis set, the Open Molecules 2025 dataset).

Positions of all 94 atoms, in Å:
1 Pd -0.274 1.386 -0.394
2 O 1.454 0.222 -1.185
3 C 2.199 1.354 -1.533
4 C 1.471 1.969 -2.718
5 C 1.652 3.029 -3.533
6 C 0.565 3.203 -4.448
7 C -0.410 2.276 -4.294
8 S -0.019 1.134 -3.063
9 C 3.625 1.016 -1.903
10 C 4.713 1.838 -1.902
11 C 5.896 1.178 -2.328
12 C 5.677 -0.126 -2.642
13 S 4.037 -0.570 -2.421
14 C 2.167 2.353 -0.371
15 C 1.574 3.599 -0.338
16 C 1.744 4.249 0.911
17 C 2.457 3.498 1.790
18 S 2.951 1.996 1.123
19 H 2.520 3.674 -3.502
20 H 0.523 3.994 -5.183
21 H -1.325 2.170 -4.855
22 H 4.682 2.878 -1.610
23 H 6.860 1.658 -2.400
24 H 6.386 -0.858 -2.992
25 H 1.147 4.074 -1.208
26 H 1.344 5.225 1.142
27 H 2.714 3.736 2.810
28 C 0.104 -4.664 -1.553
29 C -1.091 -3.882 -2.024
30 C -1.944 -4.475 -2.955
31 C -3.058 -3.824 -3.456
32 C -3.357 -2.537 -3.034
33 C -2.531 -1.925 -2.109
34 C -1.424 -2.596 -1.595
35 Sb -0.463 -1.449 -0.015
36 C 1.310 -2.422 0.698
37 C 2.289 -2.535 -0.286
38 C 3.503 -3.121 0.012
39 C 3.729 -3.590 1.300
40 C 2.747 -3.471 2.269
41 C 1.519 -2.871 2.000
42 C 0.484 -2.769 3.087
43 C -2.173 -1.499 1.318
44 C -2.717 -0.288 1.726
45 C -3.881 -0.257 2.476
46 C -4.506 -1.450 2.807
47 C -3.952 -2.653 2.403
48 C -2.783 -2.709 1.648
49 C -2.236 -4.046 1.230
50 H -0.070 -5.731 -1.686
51 H 0.329 -4.481 -0.506
52 H 0.988 -4.396 -2.134
53 H -1.721 -5.482 -3.285
54 H -3.695 -4.321 -4.177
55 H -4.227 -2.018 -3.412
56 H -2.765 -0.921 -1.775
57 H 2.094 -2.164 -1.284
58 H 4.265 -3.204 -0.750
59 H 4.678 -4.046 1.549
60 H 2.935 -3.844 3.269
61 H 0.953 -2.561 4.048
62 H -0.048 -3.718 3.195
63 H -0.245 -1.988 2.874
64 H -2.231 0.646 1.495
65 H -4.290 0.693 2.793
66 H -5.415 -1.443 3.394
67 H -4.435 -3.584 2.677
68 H -2.374 -4.776 2.026
69 H -1.172 -3.984 0.999
70 H -2.755 -4.412 0.342
71 Br 1.528 -0.760 6.823
72 C 0.650 0.598 5.841
73 C 0.002 1.645 6.488
74 N -0.624 2.601 5.819
75 C -0.645 2.568 4.494
76 C -0.039 1.548 3.768
77 C 0.635 0.549 4.462
78 C -0.117 1.460 2.281
79 O -0.621 2.405 1.613
80 O 0.305 0.406 1.731
81 H -0.019 1.708 7.570
82 H -1.176 3.370 3.996
83 H 1.127 -0.243 3.917
84 Se -2.690 1.636 -1.006
85 C -2.600 3.287 -1.946
86 C -1.681 4.251 -1.544
87 C -1.598 5.424 -2.280
88 N -2.384 5.682 -3.316
89 C -3.286 4.776 -3.671
90 C -3.430 3.554 -3.026
91 H -1.079 4.088 -0.661
92 H -0.877 6.194 -2.024
93 H -3.918 5.040 -4.510
94 H -4.161 2.833 -3.369

Its LUMO energy (spin up / spin down) is -5.6 / -5.7 eV. The calculation puts the HOMO energy (spin up / spin down) at -10.8796 / -10.8736 eV. As for the net charge: +1. The value obtained for the energy above the lowest of the compared OMol25 structures with the same formula, charge and spin is 53.95 kcal per mole. As for the electronic energy: -234290.3396 eV.

The computed Löwdin charges, all in e, follow:
1 Pd 0.6540
2 O -0.4291
3 C -0.6366
4 C -0.4154
5 C -0.0850
6 C -0.1260
7 C -0.3570
8 S 1.0493
9 C -0.4622
10 C -0.1193
11 C -0.1671
12 C -0.3880
13 S 1.0878
14 C -0.4819
15 C -0.1334
16 C -0.1580
17 C -0.3635
18 S 1.1214
19 H 0.1309
20 H 0.1187
21 H 0.0798
22 H 0.1222
23 H 0.1081
24 H 0.0696
25 H 0.0984
26 H 0.1166
27 H 0.0822
28 C -0.0380
29 C -0.2883
30 C -0.0322
31 C -0.0485
32 C -0.0608
33 C -0.1450
34 C -0.2644
35 Sb 1.8517
36 C -0.2816
37 C -0.1737
38 C -0.0701
39 C -0.0417
40 C -0.0242
41 C -0.2742
42 C -0.0417
43 C -0.2837
44 C -0.1729
45 C -0.0537
46 C -0.0510
47 C -0.0297
48 C -0.2899
49 C -0.0418
50 H 0.0907
51 H 0.0501
52 H 0.0941
53 H 0.1204
54 H 0.1149
55 H 0.1134
56 H 0.0070
57 H 0.0594
58 H 0.1020
59 H 0.1152
60 H 0.1234
61 H 0.0688
62 H 0.0943
63 H 0.0487
64 H 0.0146
65 H 0.1168
66 H 0.1137
67 H 0.1219
68 H 0.0959
69 H 0.0377
70 H 0.0970
71 Br 0.7633
72 C -0.6471
73 C -0.1625
74 N 0.0856
75 C -0.0636
76 C -0.1051
77 C -0.0485
78 C -0.6387
79 O -0.0465
80 O -0.1809
81 H 0.1115
82 H 0.1261
83 H 0.0981
84 Se 0.9018
85 C -0.6285
86 C -0.1224
87 C -0.1334
88 N 0.0713
89 C -0.1344
90 C -0.1117
91 H 0.0729
92 H 0.1136
93 H 0.1128
94 H 0.1051

=====

# C3H6NO2

The ion C3H6NO2 with charge +1 in a non-equilibrium geometry (ωB97M-V with the def2-TZVPD basis set, the Open Molecules 2025 dataset).

Positions of all 12 atoms, in Å:
1 C 1.894 0.562 0.042
2 O 0.624 1.141 -0.082
3 N -0.353 0.206 -0.001
4 C -1.613 -0.053 0.046
5 O -2.798 0.331 0.058
6 C -0.547 -1.191 -0.087
7 H 2.623 1.396 0.107
8 H 2.091 -0.286 -0.602
9 H 1.988 0.144 1.082
10 H -2.977 1.305 -0.263
11 H -0.168 -1.799 0.653
12 H -0.764 -1.758 -0.954

Its LUMO energy is -4.2 eV. The calculation puts the HOMO energy at -15.0006 eV. As for the net charge: +1. The value obtained for the energy above the lowest of the compared OMol25 structures with the same formula, charge and spin is 120.38 kcal per mole. The structure (SMILES) is CO[N+]1=C(O)C1. As for the electronic energy: -8780.7613 eV.

The computed Löwdin charges, all in e, follow:
1 C -0.0422
2 O -0.0138
3 N 0.0152
4 C -0.1487
5 O 0.2590
6 C 0.1144
7 H 0.1280
8 H 0.1001
9 H 0.1149
10 H 0.2513
11 H 0.1031
12 H 0.1187